The following is a DFT calculation (wB97M-V/def2-TZVPD) of C28H42AsF10O27 as an isolated structure.

Atoms and positions in Å:
As: -0.695 0.335 0.154
F: -1.763 0.228 -1.207
F: 0.769 0.624 -0.856
F: 0.404 0.403 1.604
F: -2.141 0.052 1.274
F: -0.344 -1.393 0.029
F: -0.898 2.129 0.357
C: -4.106 1.630 -0.998
C: -3.547 1.014 -2.186
O: -3.298 2.117 -3.037
C: -3.997 3.226 -2.569
O: -4.031 4.401 -2.993
O: -4.489 2.902 -1.412
F: -4.454 0.160 -2.763
H: -3.319 1.847 -0.276
H: -4.925 1.066 -0.551
H: -2.581 0.509 -2.172
C: -0.278 3.805 -1.501
C: 0.043 2.790 -2.501
O: -0.139 3.438 -3.726
C: -0.897 4.556 -3.456
O: -1.420 5.191 -4.378
O: -1.239 4.612 -2.179
F: -0.931 1.901 -2.504
H: 0.569 4.441 -1.246
H: -0.779 3.273 -0.693
H: 0.978 2.244 -2.377
C: -0.291 2.109 2.400
C: 1.070 2.005 3.159
O: 0.552 2.134 4.537
C: -0.552 2.882 4.496
O: -1.105 3.297 5.466
O: -1.013 2.965 3.230
F: 2.021 2.921 2.971
H: -0.871 1.190 2.313
H: -0.018 2.523 1.429
H: 1.574 1.044 3.061
C: 0.913 -3.417 0.468
C: 2.148 -4.250 0.019
O: 1.901 -5.531 0.527
C: 0.556 -5.705 0.517
O: 0.040 -6.870 0.557
O: -0.004 -4.510 0.568
F: 3.172 -3.618 0.449
H: 0.531 -2.730 -0.287
H: 1.082 -2.965 1.446
H: 2.328 -4.428 -1.041
C: 2.232 -1.125 0.418
O: 2.314 -1.251 1.845
C: 2.576 -0.221 2.675
O: 2.812 0.966 2.355
O: 2.434 -0.602 3.926
C: 2.262 -1.947 4.359
H: 2.418 -0.119 0.042
H: 1.256 -1.443 0.050
H: 2.855 -1.806 -0.161
H: 1.826 -1.845 5.352
H: 3.238 -2.397 4.540
H: 1.662 -2.688 3.831
C: 2.339 1.437 -0.466
O: 3.330 2.244 -1.144
C: 3.735 1.881 -2.384
O: 3.322 0.907 -3.039
O: 4.597 2.825 -2.811
C: 5.248 2.671 -4.037
H: 2.558 0.372 -0.547
H: 1.317 1.556 -0.827
H: 2.449 1.643 0.598
H: 6.253 2.390 -3.724
H: 5.323 3.706 -4.371
H: 4.920 1.870 -4.699
C: -1.256 -2.886 0.809
O: -2.475 -2.254 0.431
C: -3.534 -2.274 1.286
O: -3.470 -2.652 2.450
O: -4.615 -1.676 0.772
C: -4.648 -1.225 -0.573
H: -0.766 -2.132 1.426
H: -0.521 -3.094 0.032
H: -1.416 -3.821 1.345
H: -4.095 -0.301 -0.744
H: -5.629 -0.853 -0.867
H: -4.192 -1.941 -1.257
C: -4.233 0.879 2.434
O: -2.891 0.805 2.940
C: -2.386 -0.304 3.377
O: -3.028 -1.421 3.487
O: -1.159 -0.066 3.768
C: -0.275 -1.177 3.774
H: -4.542 0.022 1.837
H: -4.487 1.819 1.944
H: -4.862 0.754 3.316
H: -0.440 -1.972 3.047
H: -0.320 -1.527 4.806
H: 0.725 -0.746 3.743
C: 1.258 -0.375 -4.219
C: 2.317 -1.105 -3.365
C: 2.093 -1.053 -1.861
O: 2.139 -2.426 -1.470
C: 2.200 -3.232 -2.534
O: 2.260 -4.425 -2.506
O: 2.152 -2.509 -3.624
H: 1.400 0.706 -4.189
H: 0.291 -0.500 -3.731
H: 1.143 -0.872 -5.182
H: 3.316 -0.796 -3.671
H: 1.200 -0.510 -1.552
H: 2.946 -0.432 -1.590

Its net charge is -1. Its spin multiplicity is 1. Its HOMO-LUMO gap is 6.4 eV. The calculation puts the electronic energy at -6357.0122 hartree. Its HOMO energy is -5.723 eV.

***

The following is a DFT calculation (wB97M-V/def2-TZVPD) of a 12-piece molecular cluster, C48H127N7O22 overall.

Atoms and positions in Å:
C: -10.340 -6.806 -4.204
O: -9.688 -5.707 -3.517
C: -8.331 -5.472 -3.872
C: -7.656 -4.224 -3.209
N: -7.571 -4.370 -1.753
C: -6.382 -5.058 -1.319
C: -6.012 -4.776 0.114
O: -4.982 -3.785 0.129
C: -4.731 -3.209 1.350
H: -10.913 -6.312 -4.989
H: -11.020 -7.318 -3.524
H: -9.685 -7.611 -4.535
H: -8.478 -5.359 -4.946
H: -7.713 -6.364 -3.767
H: -8.399 -3.434 -3.318
H: -6.717 -4.047 -3.732
H: -8.325 -5.001 -1.522
H: -5.592 -4.706 -1.981
H: -6.419 -6.147 -1.344
H: -5.569 -5.658 0.575
H: -6.921 -4.506 0.651
H: -4.699 -2.126 1.232
H: -3.677 -3.404 1.543
H: -5.299 -3.517 2.228
C: 7.613 -0.362 7.390
O: 6.967 0.237 6.347
C: 7.922 0.412 5.261
C: 7.841 -0.807 4.281
N: 6.707 -0.688 3.371
C: 6.901 -1.450 2.213
C: 5.701 -1.247 1.282
O: 4.523 -1.769 2.028
C: 3.741 -2.692 1.279
H: 8.285 -1.198 7.196
H: 6.758 -0.633 8.009
H: 8.373 0.298 7.809
H: 8.977 0.451 5.536
H: 7.746 1.342 4.723
H: 7.857 -1.666 4.952
H: 8.833 -0.772 3.831
H: 5.864 -1.140 3.696
H: 6.872 -2.476 2.579
H: 7.786 -1.169 1.642
H: 5.774 -1.736 0.311
H: 5.617 -0.187 1.041
H: 2.805 -2.887 1.803
H: 4.281 -3.622 1.106
H: 3.369 -2.262 0.349
C: -0.625 6.230 -8.916
O: 0.021 5.053 -8.667
C: 1.105 5.317 -7.776
C: 0.850 4.610 -6.411
N: -0.264 5.174 -5.719
C: -0.573 4.777 -4.375
C: -1.144 3.344 -4.094
O: -2.139 2.957 -5.039
C: -2.511 1.579 -4.869
H: -1.231 6.622 -8.099
H: -1.346 5.905 -9.666
H: -0.133 7.014 -9.491
H: 1.311 6.386 -7.717
H: 2.048 5.063 -8.258
H: 1.767 4.568 -5.823
H: 0.460 3.616 -6.633
H: -1.134 4.909 -6.158
H: -1.287 5.490 -3.962
H: 0.383 4.891 -3.864
H: -1.519 3.129 -3.093
H: -0.351 2.599 -4.156
H: -1.619 0.966 -4.996
H: -3.117 1.346 -5.745
H: -2.948 1.191 -3.948
C: 2.226 0.205 4.256
O: 2.427 -0.787 5.267
C: 3.767 -0.966 5.654
C: 3.715 -1.720 6.952
N: 3.267 -3.139 6.757
C: 3.303 -3.959 8.002
C: 2.466 -3.508 9.155
O: 2.802 -2.235 9.714
C: 1.698 -1.585 10.444
H: 2.454 -0.143 3.249
H: 2.722 1.168 4.379
H: 1.166 0.438 4.355
H: 4.311 -0.029 5.773
H: 4.513 -1.470 5.041
H: 3.193 -1.130 7.705
H: 4.734 -1.821 7.327
H: 2.302 -2.890 6.591
H: 4.277 -4.106 8.469
H: 2.918 -4.952 7.769
H: 2.476 -4.263 9.941
H: 1.520 -3.420 8.620
H: 0.783 -1.443 9.870
H: 1.781 -0.566 10.822
H: 1.460 -2.220 11.298
C: 1.360 6.656 0.924
O: -0.043 6.615 1.178
C: -0.870 7.277 0.246
C: -0.917 6.482 -1.037
N: -1.425 5.091 -0.809
C: -2.876 5.043 -0.419
C: -3.404 3.581 -0.330
O: -4.839 3.540 -0.255
C: -5.042 3.246 1.119
H: 1.895 6.256 1.785
H: 1.713 7.686 0.974
H: 1.659 6.231 -0.034
H: -0.598 8.287 -0.063
H: -1.847 7.415 0.710
H: 0.082 6.465 -1.472
H: -1.501 6.971 -1.817
H: -0.918 4.666 -0.046
H: -3.373 5.572 -1.233
H: -3.216 5.564 0.476
H: -2.797 2.877 0.240
H: -3.268 3.122 -1.309
H: -4.825 2.184 1.232
H: -6.049 3.483 1.460
H: -4.471 3.922 1.756
C: 2.991 0.833 0.127
O: 1.944 1.067 -0.750
C: 0.936 2.046 -0.593
C: -0.373 1.419 -0.036
N: -0.133 0.292 0.854
C: -1.066 -0.756 0.783
C: -0.980 -1.623 -0.408
O: 0.008 -2.611 -0.204
C: 0.262 -3.436 -1.368
H: 3.949 0.880 -0.392
H: 2.945 -0.234 0.346
H: 3.010 1.253 1.133
H: 0.862 2.581 -1.540
H: 1.209 2.816 0.129
H: -1.098 1.321 -0.844
H: -0.863 2.193 0.554
H: 0.658 -0.184 0.444
H: -2.035 -0.308 1.006
H: -0.786 -1.363 1.644
H: -0.807 -0.958 -1.254
H: -1.984 -2.034 -0.507
H: -0.521 -3.581 -2.114
H: 0.858 -4.315 -1.123
H: 0.849 -2.853 -2.077
C: -6.209 -0.679 -3.092
O: -5.375 -1.526 -3.834
C: -4.278 -2.049 -3.090
C: -3.264 -2.846 -4.064
N: -2.036 -2.045 -4.002
C: -1.145 -2.188 -5.170
C: -0.885 -3.640 -5.668
O: -0.112 -3.777 -6.809
C: 0.161 -5.103 -7.182
H: -6.907 -1.411 -2.685
H: -6.817 -0.069 -3.761
H: -5.717 -0.043 -2.356
H: -4.804 -2.842 -2.559
H: -3.772 -1.237 -2.569
H: -3.714 -3.060 -5.034
H: -2.912 -3.799 -3.668
H: -2.203 -1.162 -3.542
H: -0.229 -1.681 -4.866
H: -1.399 -1.681 -6.101
H: -1.844 -4.076 -5.947
H: -0.426 -4.141 -4.816
H: 1.072 -5.101 -7.780
H: -0.756 -5.482 -7.634
H: 0.313 -5.753 -6.320
O: -0.821 1.309 3.382
H: -0.438 2.176 3.248
H: -0.943 0.962 2.498
O: -0.814 4.424 2.457
H: -1.175 4.348 3.340
H: -0.434 5.303 2.428
C: -0.301 -3.010 3.974
C: -1.875 -3.002 4.129
O: -2.127 -1.795 4.868
O: 0.353 -3.071 5.282
H: 0.101 -2.077 3.579
H: 0.086 -3.851 3.399
H: -2.251 -3.864 4.679
H: -2.441 -2.997 3.197
H: -1.921 -1.944 5.793
H: 1.007 -2.368 5.281
C: 4.607 4.349 1.658
C: 5.400 4.397 2.958
O: 6.532 5.241 2.777
O: 5.422 3.659 0.787
H: 4.273 5.315 1.281
H: 3.710 3.761 1.851
H: 5.792 3.417 3.230
H: 4.832 4.878 3.754
H: 7.264 4.622 2.723
H: 6.129 4.209 0.441
C: 2.430 -0.747 -3.499
C: 2.415 0.579 -4.235
O: 1.615 0.412 -5.346
O: 3.470 -1.634 -3.927
H: 1.444 -1.202 -3.597
H: 2.602 -0.534 -2.444
H: 3.444 0.857 -4.467
H: 2.042 1.289 -3.498
H: 2.133 0.242 -6.136
H: 3.153 -2.188 -4.644

Its net charge is +1. Its expectation value of S² is 0.755. Its spin multiplicity is 2. Its HOMO-LUMO gap (alpha / beta) is 7.6 / 2.4 eV. The calculation puts the electronic energy at -3942.6163 hartree. Its HOMO energy (alpha / beta) is -9.841 / -9.841 eV.

***

The following is a DFT calculation (wB97M-V/def2-TZVPD) of C22H52N4O15V3 as an isolated structure.

Atoms and positions in Å:
O: 3.878 -0.505 -2.856
V: 3.078 -0.743 -1.484
O: 1.434 -1.722 2.138
V: 0.548 -1.793 0.794
O: -1.471 -2.666 -2.764
V: -0.004 -2.074 -2.664
C: 1.883 -3.314 -1.219
O: 2.330 -2.494 -0.397
O: 0.665 -3.276 -0.985
O: 2.042 -2.767 -2.294
C: 0.378 0.246 -1.089
O: -0.384 -0.654 -0.994
O: 0.917 0.082 -2.167
O: 1.178 0.074 -0.152
C: -3.899 1.972 5.162
O: -2.722 1.441 4.544
C: -1.556 1.401 5.420
C: -0.500 0.527 4.631
N: -0.436 1.003 3.253
C: 0.831 1.740 3.053
C: 0.657 3.152 3.512
O: -0.671 3.608 3.225
C: -0.948 4.953 3.328
H: -4.238 1.296 5.947
H: -4.611 2.053 4.341
H: -3.651 2.958 5.554
H: -1.831 0.954 6.376
H: -1.091 2.364 5.630
H: -0.925 -0.466 4.480
H: 0.535 0.484 4.970
H: -0.950 1.868 3.344
H: 1.113 1.717 2.001
H: 1.592 1.256 3.664
H: 1.222 3.869 2.916
H: 0.859 3.311 4.571
H: -0.725 5.378 4.307
H: -1.984 5.201 3.101
H: -0.509 5.428 2.451
C: -2.587 0.897 -2.771
O: -1.892 -0.023 -3.624
C: -1.092 0.569 -4.622
C: -0.704 -0.673 -5.448
N: 0.414 -1.399 -4.803
C: 0.719 -2.669 -5.478
C: -0.185 -3.910 -5.228
O: 0.107 -4.218 -3.895
C: -0.518 -5.368 -3.458
H: -3.335 0.290 -2.260
H: -3.233 1.571 -3.334
H: -1.970 1.521 -2.125
H: -0.217 1.097 -4.244
H: -1.488 1.154 -5.452
H: -0.391 -0.308 -6.427
H: -1.513 -1.396 -5.548
H: 1.205 -0.773 -4.853
H: 1.732 -2.928 -5.174
H: 0.786 -2.503 -6.554
H: 0.138 -4.739 -5.857
H: -1.147 -3.404 -5.311
H: -0.464 -5.506 -2.378
H: -0.006 -6.187 -3.964
H: -1.551 -5.498 -3.781
C: -3.042 -2.307 3.369
C: -1.671 -2.627 2.809
C: -1.619 -3.860 1.903
O: -0.271 -3.854 1.599
C: 0.376 -4.971 2.089
N: -1.256 -1.379 2.063
H: -3.266 -3.073 4.112
H: -3.834 -2.308 2.621
H: -3.020 -1.308 3.805
H: -1.013 -2.894 3.636
H: -2.043 -3.704 0.911
H: -1.994 -4.839 2.202
H: 1.419 -4.774 1.841
H: 0.111 -5.909 1.602
H: 0.249 -5.149 3.157
H: -1.404 -0.674 2.771
H: -1.875 -1.156 1.296
C: 5.071 3.304 -1.853
C: 3.850 3.101 -0.938
C: 2.861 4.292 -0.898
O: 1.677 3.898 -0.101
C: 0.642 4.763 -0.404
N: 3.098 1.984 -1.418
H: 5.650 2.386 -1.960
H: 5.799 4.077 -1.606
H: 4.822 3.496 -2.897
H: 4.230 2.856 0.054
H: 2.558 4.538 -1.916
H: 3.163 5.219 -0.410
H: 0.324 4.722 -1.446
H: 1.010 5.770 -0.211
H: -0.306 4.608 0.111
H: 2.344 2.074 -0.752
H: 2.518 2.245 -2.202

Its net charge is +2. Its expectation value of S² is 3.889. Its spin multiplicity is 4. Its HOMO-LUMO gap (alpha / beta) is 5.5 / 5.4 eV. The calculation puts the electronic energy at -5048.2236 hartree. Its HOMO energy (alpha / beta) is -13.356 / -13.357 eV.

***

The following is a DFT calculation (wB97M-V/def2-TZVPD) of a 4-piece molecular cluster, C3H6N4O overall.

Atoms and positions in Å:
C: -0.110 -0.623 -0.735
C: -0.537 0.010 1.294
C: 0.096 1.179 0.715
H: 1.384 -2.375 -1.151
H: -0.863 -1.994 -2.347
H: -1.800 0.748 2.787
H: 0.319 2.116 1.101
H: 0.564 1.494 -2.392
H: 2.021 0.608 -1.588
N: 0.375 -1.405 -1.830
N: -0.540 -1.105 0.499
N: 0.242 0.678 -0.635
N: 1.170 1.502 -1.521
O: -0.881 -0.210 2.544

Its spin multiplicity is 1. Its HOMO-LUMO gap is 7.4 eV. The calculation puts the electronic energy at -411.8537 hartree. Its HOMO energy is -7.978 eV.

***

The following is a DFT calculation (wB97M-V/def2-TZVPD) of C18H38HgN5O4P as an isolated structure.

Atoms and positions in Å:
Hg: 1.637 1.259 -0.725
C: -1.194 -3.647 1.915
N: -0.023 -3.201 1.173
C: 0.901 -4.250 0.763
C: 0.180 -1.928 0.773
O: 1.148 -1.601 0.094
C: -0.851 -0.923 1.256
O: -0.646 0.346 0.691
C: -1.220 1.329 1.520
C: -0.894 2.730 1.022
O: -0.197 2.939 0.033
N: -1.410 3.736 1.753
C: -2.388 3.551 2.813
C: -1.126 5.113 1.373
H: -0.924 -4.538 2.479
H: -2.019 -3.905 1.246
H: -1.538 -2.898 2.624
H: 1.291 -4.764 1.643
H: 1.721 -3.810 0.207
H: 0.389 -4.980 0.133
H: -0.753 -0.877 2.348
H: -1.860 -1.279 1.012
H: -0.813 1.229 2.532
H: -2.310 1.207 1.553
H: -2.218 2.629 3.363
H: -3.408 3.546 2.421
H: -2.300 4.376 3.517
H: -0.296 5.124 0.675
H: -0.862 5.684 2.262
H: -1.994 5.574 0.898
C: -0.478 -2.220 -4.931
C: -0.062 -2.368 -3.482
N: 0.465 -1.093 -3.043
C: -0.142 0.089 -3.338
N: 0.322 1.192 -2.817
C: -0.355 2.462 -3.059
C: -1.806 2.256 -3.455
C: -1.849 1.278 -4.608
N: -1.177 0.046 -4.225
C: -1.526 -1.128 -5.021
H: -0.887 -3.151 -5.322
H: 0.400 -1.952 -5.520
H: 0.722 -3.115 -3.373
H: -0.922 -2.686 -2.875
H: 1.038 -1.084 -2.215
H: 0.178 3.015 -3.840
H: -0.303 3.053 -2.149
H: -2.274 3.200 -3.733
H: -2.349 1.832 -2.606
H: -1.370 1.707 -5.496
H: -2.879 1.031 -4.871
H: -1.651 -0.813 -6.059
H: -2.494 -1.513 -4.680
C: 3.681 0.682 4.302
P: 2.726 -0.227 3.071
C: 3.937 -1.034 2.007
C: 1.917 -1.541 4.019
O: 1.751 0.623 2.325
H: 4.402 0.027 4.792
H: 3.001 1.098 5.045
H: 4.207 1.501 3.811
H: 4.475 -1.822 2.534
H: 4.648 -0.282 1.661
H: 3.415 -1.441 1.143
H: 2.628 -2.077 4.648
H: 1.433 -2.244 3.342
H: 1.161 -1.074 4.651

Its net charge is +1. Its expectation value of S² is 0.754. Its spin multiplicity is 2. Its HOMO-LUMO gap (alpha / beta) is 8.2 / 7.0 eV. The calculation puts the electronic energy at -1778.0516 hartree. Its HOMO energy (alpha / beta) is -10.036 / -10.770 eV.

***

What are the max |F| values for these records? In order: 15.76 5.20 15.35 7.40 0.81 eV Å⁻¹.